ORCA calculation (the ωB97M-V functional and the def2-TZVPD basis) on C3H8O as an isolated structure in a non-equilibrium geometry.

Structure (XYZ):
```
12
Properties=species:S:1:pos:R:3:forces:R:3
C 0.443314 -1.383524 0.167154 -0.852 -0.441 0.686
O 0.236377 0.929812 1.076613 -0.248 -1.193 0.085
C -0.400317 -0.208165 0.611256 0.979 1.538 -2.417
C -0.302879 0.644475 -1.577420 -1.562 0.238 1.226
H 0.811338 -1.151552 -0.814949 0.750 -0.044 0.183
H -0.153286 -2.282263 0.007132 -0.096 -0.067 0.383
H 1.241635 -1.558430 0.886759 0.017 -0.053 0.000
H -1.469104 -0.139661 0.791117 -0.098 -0.953 -0.002
H 0.016206 0.981259 0.011141 0.832 1.514 0.004
H -0.267963 -0.252303 -2.182376 0.010 0.079 -0.115
H -1.213584 1.227440 -1.727016 -0.137 -0.258 -0.272
H 0.517007 1.348827 -1.741916 0.405 -0.360 0.238
```
Forces are in eV/Å.

Gap between HOMO and LUMO = 8.4 eV
Spin multiplicity = 1


ORCA calculation (the ωB97M-V functional and the def2-TZVPD basis) on Cl3F2NP2S as an isolated structure in a non-equilibrium geometry.

Structure (XYZ):
```
9
Properties=species:S:1:pos:R:3:forces:R:3
N 1.019207 -0.160591 0.226036 -2.494 -0.555 -0.549
F 0.921210 2.272918 0.066265 -2.168 -1.261 -0.338
F -1.907986 1.069211 0.835965 4.013 0.050 -2.112
P 0.045821 0.955649 -0.231501 0.367 1.346 3.908
P 0.496015 -1.812489 -0.017014 0.160 2.786 -1.518
S 0.219531 -2.180018 -1.897959 -0.377 -0.462 0.989
Cl -0.651268 1.213337 -1.966233 -0.765 0.309 -1.201
Cl -1.023352 -1.887521 1.302198 0.434 -0.738 -0.160
Cl 2.190047 -2.480815 0.664929 0.829 -1.475 0.981
```
Forces are in eV/Å.

Gap between HOMO and LUMO = 7.8 eV
Spin multiplicity = 1


ORCA calculation (the ωB97M-V functional and the def2-TZVPD basis) on C30H21Cl4F6NO2OsP2Sb as an isolated structure.

Structure (XYZ):
```
68
Properties=species:S:1:pos:R:3:forces:R:3
Os 1.222534 0.147810 -0.526341 -0.207 -0.517 0.242
N -0.933484 -0.756558 1.290735 -0.021 0.069 0.025
P 0.361705 0.271871 1.659292 0.157 0.003 -0.159
C -0.225007 1.865869 2.191861 -0.025 -0.012 0.063
C -1.376624 1.949464 2.977223 0.015 -0.004 -0.057
C -1.787875 3.181216 3.455701 0.002 0.031 -0.003
C -1.046133 4.321006 3.163738 -0.020 -0.014 0.014
C 0.104147 4.236303 2.392014 0.011 -0.008 -0.015
C 0.518050 3.007500 1.899969 0.020 0.018 -0.008
C 1.327801 -0.490730 2.940104 0.039 0.053 0.000
C 1.460636 -1.880455 2.982354 0.011 -0.013 0.017
C 2.294582 -2.455461 3.924887 -0.031 -0.010 -0.018
C 3.001285 -1.649558 4.808518 0.009 0.019 0.009
C 2.869752 -0.267484 4.765295 -0.001 -0.011 0.010
C 2.034247 0.319487 3.831298 -0.005 -0.020 0.014
P -0.708671 -1.075483 -0.337549 0.306 -0.059 -0.302
C -0.662678 -2.827225 -0.681175 -0.169 -0.149 0.141
C -1.815235 -3.471785 -1.149406 -0.042 0.098 0.006
C -1.811819 -4.839692 -1.362548 0.014 -0.020 0.038
C -0.669715 -5.580739 -1.095214 0.001 0.019 0.004
C 0.467091 -4.955027 -0.600189 0.005 -0.051 0.012
C 0.474403 -3.589046 -0.385277 0.054 0.109 -0.060
C -2.027461 -0.332949 -1.307427 0.039 0.067 -0.067
C -2.831655 0.656929 -0.744378 -0.069 -0.027 0.059
C -3.773680 1.312878 -1.524747 0.013 0.011 0.007
C -3.901003 1.003303 -2.872733 0.029 -0.007 -0.001
C -3.085839 0.033412 -3.446198 0.004 0.014 -0.006
C -2.146167 -0.631070 -2.671322 0.032 -0.064 0.043
H -1.574495 -1.213338 1.927510 -0.002 0.010 0.006
H -1.948383 1.061092 3.220639 -0.001 0.007 0.009
H -2.678913 3.253920 4.064188 0.003 0.000 0.004
H -1.365024 5.280279 3.549104 -0.002 0.000 -0.003
H 0.682074 5.125167 2.178009 0.000 -0.002 -0.001
H 1.422683 2.938578 1.306534 0.010 -0.006 -0.008
H 0.909416 -2.512370 2.296321 0.004 0.007 -0.008
H 2.394326 -3.531142 3.971843 0.004 0.000 0.001
H 3.656687 -2.102947 5.539904 0.000 -0.001 0.000
H 3.417452 0.352315 5.461602 -0.001 0.000 0.001
H 1.929926 1.396591 3.799518 0.009 -0.006 -0.004
H -2.724398 -2.917225 -1.335915 -0.003 0.057 -0.046
H -2.704901 -5.327045 -1.728777 -0.002 0.004 0.003
H -0.666782 -6.649237 -1.263855 -0.001 0.002 -0.006
H 1.353638 -5.534286 -0.381075 0.002 0.002 -0.003
H 1.370511 -3.127599 0.000900 -0.002 0.025 -0.031
H -2.738503 0.904381 0.306308 0.015 0.021 -0.006
H -4.415824 2.059179 -1.076442 0.008 0.005 0.002
H -4.646084 1.507867 -3.474507 0.002 -0.009 0.006
H -3.197889 -0.224367 -4.492050 0.013 0.010 0.011
H -1.535008 -1.408379 -3.117578 0.021 0.024 -0.006
Cl -1.916446 4.581059 -4.637109 -0.007 0.026 -0.001
C -1.031609 3.287588 -4.027960 -0.002 -0.090 -0.262
C -0.480366 2.299081 -5.009507 -0.082 0.103 0.057
Cl -0.788991 2.567862 -6.642319 0.001 0.006 -0.044
C 0.237598 1.214004 -4.626093 -0.020 -0.035 0.118
Cl 0.871628 0.055836 -5.689464 0.005 -0.008 -0.006
C 0.457628 1.032237 -3.218725 -0.079 0.249 -0.008
O 1.121951 0.139266 -2.698014 0.041 -0.123 -0.152
C -0.102858 2.035152 -2.236044 -0.011 0.035 -0.402
O 0.191122 1.799715 -1.056861 -0.117 0.163 0.307
C -0.844846 3.167655 -2.689793 0.129 -0.200 0.241
Cl -1.437728 4.261339 -1.531935 -0.011 -0.004 0.016
F 2.513725 -1.344274 -0.060504 -0.102 -0.016 0.082
Sb 4.417265 -0.463410 -0.011596 0.185 0.039 0.151
F 4.893681 -1.738446 -1.259279 -0.013 -0.058 -0.041
F 3.465609 0.503798 -1.390351 -0.207 0.234 -0.069
F 5.956061 0.543268 -0.065742 0.006 0.036 -0.019
F 3.451656 0.765555 1.069120 0.035 0.008 0.064
F 4.751232 -1.542486 1.451496 0.002 -0.043 0.044
```
Forces are in eV/Å.

Gap between HOMO and LUMO (spin up / spin down) = 5.7 / 5.7 eV
Net charge = +2
⟨S²⟩ = 0.761
Spin multiplicity = 2


ORCA calculation (the ωB97M-V functional and the def2-TZVPD basis) on one molecule with the formula C10H12ClOP in a non-equilibrium geometry.

Structure (XYZ):
```
25
Properties=species:S:1:pos:R:3:forces:R:3
C -3.592602 -0.326867 0.393466 1.495 -0.048 -0.465
C -2.719456 -0.014558 1.516722 -2.713 1.321 1.706
C -3.179989 -0.145900 -0.845914 1.243 -0.234 -1.344
C -1.434631 0.226552 1.386414 1.862 -2.421 -1.212
C 3.242242 -0.746344 0.828040 -1.275 1.644 -1.988
C 2.472986 -0.232329 1.761526 -2.405 0.123 -0.554
C -1.785733 0.480326 -1.145353 -1.407 -0.432 1.683
C 3.012493 -0.465887 -0.767102 2.231 0.788 0.354
C 2.020101 0.651639 -1.223016 -0.956 -3.363 3.123
C -0.839195 -0.023202 -0.044676 -0.029 1.681 1.177
O 0.359236 2.475548 0.007666 -0.542 1.328 0.455
P 0.689291 1.058337 0.079827 2.922 -3.240 -0.248
Cl -0.434750 -1.714429 -0.345984 0.398 -0.441 0.231
H -4.362870 -1.020182 0.534581 -1.502 -0.449 0.564
H -3.308322 0.125890 2.467923 1.233 -0.493 -0.623
H -3.665838 -0.697138 -1.664391 -0.015 0.692 0.277
H -0.669245 0.047886 2.165507 -0.759 0.941 -0.073
H 4.197854 -1.197056 0.969082 0.437 -0.759 0.464
H 2.226929 -0.428227 2.861831 0.814 0.611 -1.889
H -1.467372 0.041293 -2.085159 0.222 0.874 -0.363
H -1.834261 1.582993 -0.982195 0.157 -0.598 -0.917
H 4.029487 -0.154061 -1.168142 -0.809 0.201 0.856
H 3.010697 -1.394512 -1.362271 -1.135 -0.029 0.680
H 2.466019 1.575889 -1.233980 1.192 2.132 -0.642
H 1.566934 0.294330 -2.104402 -0.661 0.172 -1.253
```
Forces are in eV/Å.

Gap between HOMO and LUMO (spin up / spin down) = 8.2 / 8.2 eV
Spin multiplicity = 1


- Which of these has the highest spin multiplicity?
  C30H21Cl4F6NO2OsP2Sb


- Which of these has the highest spin multiplicity?
  C30H21Cl4F6NO2OsP2Sb